Entry 1:
C2H5O3 | ωB97M-V/def2-TZVPD

Output
HOMO ... -4.092 eV
Molar mass ... 77.1 g/mol
Charge ... -1
Frontier orbital gap ... 8.516 eV

Each line ends with the Löwdin charge.
Positions of all 10 atoms, in Å:
1 O 1.130 -0.094 0.625  -0.060
2 C 0.879 0.655 -0.294  -0.817
3 O 1.716 1.367 -0.843  -0.062
4 C -0.601 0.903 -0.561  -0.027
5 H -1.057 1.524 0.214  0.078
6 H -0.950 1.170 -1.601  0.090
7 H -1.077 0.126 -0.360  -0.052
8 H -0.448 -1.784 1.502  -0.037
9 H 0.563 -1.612 0.540  -0.009
10 O -0.154 -2.256 0.778  -0.105

---

Entry 2:
C5H10O | ωB97M-V/def2-TZVPD

Output
HOMO ... -8.549 eV
Molar mass ... 86.1 g/mol
Frontier orbital gap ... 9.401 eV

Each line ends with the Löwdin charge.
Positions of all 16 atoms, in Å:
1 C -1.719 0.946 0.231  -0.111
2 C -1.060 -0.175 -0.522  -0.184
3 C -1.142 -1.453 -0.170  -0.233
4 O -0.452 -2.435 -0.834  -0.015
5 H -2.559 0.590 0.843  0.073
6 H -1.007 1.455 0.899  0.067
7 H -2.106 1.705 -0.458  0.068
8 H -0.409 0.078 -1.356  0.105
9 H -1.763 -1.774 0.666  0.120
10 H -0.739 -3.293 -0.506  0.093
11 C 2.361 1.352 0.090  -0.080
12 C 1.982 0.098 0.315  -0.098
13 H 2.690 1.692 -0.892  0.047
14 H 2.351 2.095 0.884  0.043
15 H 1.618 -0.236 1.285  0.056
16 H 1.956 -0.647 -0.474  0.049

---

Entry 3:
C4H11NO2 | ωB97M-V/def2-TZVPD

Output
HOMO (spin up / spin down) ... -14.403 / -14.403 eV
Molar mass ... 105.1 g/mol
Charge ... +1
<S²> ... 0.7701
Frontier orbital gap (spin up / spin down) ... 10.692 / 5.609 eV
Spin multiplicity ... 2

Each line ends with the Löwdin spin population.
Positions of all 18 atoms, in Å:
1 C 0.995 1.283 2.081  -0.008
2 C 0.696 1.425 0.599  0.002
3 N 0.426 0.279 -0.186  0.557
4 C 0.254 0.599 -1.624  0.056
5 C 0.991 -1.042 0.057  0.059
6 O 0.876 2.515 0.106  0.236
7 H 0.508 2.088 2.618  -0.002
8 H 2.080 1.407 2.135  -0.003
9 H 0.711 0.304 2.464  0.001
10 H 0.023 1.647 -1.697  0.001
11 H 1.052 0.095 -2.180  0.025
12 H -0.622 0.071 -2.062  0.028
13 H 0.368 -1.825 -0.376  0.018
14 H 0.916 -1.288 1.119  0.000
15 H 1.939 -1.031 -0.484  0.029
16 H -4.335 -2.173 -0.367  0.000
17 H -2.983 -2.191 -0.953  0.000
18 O -3.895 -2.163 -1.247  0.000

---

Entry 4:
C25H28F5O2PmS | ωB97M-V/def2-TZVPD

Output
HOMO (spin up / spin down) ... -7.510 / -7.606 eV
Molar mass ... 632.6 g/mol
<S²> ... 6.0065
Frontier orbital gap (spin up / spin down) ... 7.624 / 7.724 eV
Spin multiplicity ... 5

Each line ends with the Löwdin spin population.
Positions of all 62 atoms, in Å:
1 O -3.103 -0.880 -1.568  0.000
2 C -4.165 -1.720 -1.024  0.000
3 C -4.365 -2.462 -2.356  0.000
4 H -4.998 -1.092 -0.687  0.000
5 H -3.758 -2.336 -0.207  0.000
6 C -3.118 -1.633 -2.805  0.000
7 H -5.267 -2.146 -2.898  0.000
8 H -4.222 -3.551 -2.326  0.000
9 C -3.348 -0.669 -3.939  0.000
10 H -4.223 -0.036 -3.739  0.000
11 H -3.527 -1.251 -4.851  0.000
12 H -2.456 -0.047 -4.074  0.000
13 C -1.899 -2.504 -2.987  0.000
14 H -1.821 -3.213 -2.161  0.000
15 H -1.000 -1.883 -3.012  0.000
16 H -1.974 -3.061 -3.924  0.000
17 Pm 1.032 0.322 0.978  4.046
18 C 1.063 -2.392 1.202  -0.008
19 C 0.618 -1.796 2.434  -0.006
20 C -0.810 -1.813 2.427  0.001
21 H 1.256 -1.487 3.269  0.000
22 C -1.240 -2.501 1.254  -0.004
23 C -0.095 -2.809 0.477  0.001
24 H -0.112 -3.362 -0.463  0.000
25 H 2.099 -2.543 0.905  0.000
26 H -1.467 -1.454 3.221  0.000
27 H -2.253 -2.845 1.040  0.000
28 C 2.529 -0.034 -1.100  -0.004
29 C 1.305 -0.602 -1.570  -0.002
30 C 0.428 0.455 -1.918  -0.003
31 H 1.066 -1.656 -1.623  0.000
32 C 1.091 1.685 -1.681  -0.005
33 C 2.374 1.388 -1.131  -0.001
34 H 3.107 2.126 -0.803  0.001
35 H 3.415 -0.587 -0.776  0.000
36 H -0.558 0.340 -2.355  0.000
37 H 0.712 2.668 -1.940  0.000
38 O -0.656 1.639 1.051  -0.005
39 C -1.818 1.706 0.120  0.001
40 C -2.753 2.786 0.649  0.000
41 H -2.308 0.714 0.071  0.000
42 H -1.451 1.958 -0.889  0.000
43 C -2.014 3.504 1.787  0.000
44 H -3.682 2.335 1.008  0.000
45 H -3.005 3.456 -0.171  0.000
46 C -0.804 2.644 2.158  0.000
47 H -2.651 3.627 2.672  0.000
48 H -1.687 4.507 1.462  0.000
49 H -0.965 2.079 3.091  0.000
50 H 0.148 3.187 2.269  0.000
51 F 7.711 0.658 1.195  0.000
52 C 6.470 0.793 1.705  0.000
53 C 5.700 -0.340 1.999  0.000
54 F 6.193 -1.572 1.750  0.000
55 C 4.407 -0.193 2.481  0.000
56 F 3.669 -1.331 2.696  0.000
57 C 3.831 1.082 2.658  0.000
58 S 2.238 1.308 3.262  -0.011
59 C 4.595 2.200 2.246  0.000
60 F 3.991 3.416 2.160  0.000
61 C 5.908 2.065 1.824  0.000
62 F 6.618 3.151 1.457  0.000

---

Entry 5:
C3H5NSi | ωB97M-V/def2-TZVPD

Output
HOMO (spin up / spin down) ... -10.606 / -8.923 eV
Molar mass ... 83.2 g/mol
Frontier orbital gap (spin up / spin down) ... 8.864 / 7.758 eV

Each line ends with the Löwdin charge.
Positions of all 10 atoms, in Å:
1 C -1.272 0.720 1.146  -0.418
2 C 0.128 -0.615 -1.753  -0.026
3 C 0.658 0.093 -0.730  -0.356
4 N -2.406 0.975 1.179  0.059
5 Si 0.538 0.234 1.114  0.614
6 H 0.333 -0.428 -2.785  0.045
7 H -0.688 -1.341 -1.697  0.063
8 H 1.353 0.882 -0.873  0.013
9 H -0.105 -1.854 2.755  0.049
10 H 1.461 1.334 1.643  -0.043

---

Entry 6:
C32H33N4O2PbSTe | ωB97M-V/def2-TZVPD

Output
HOMO (spin up / spin down) ... -9.509 / -9.593 eV
Molar mass ... 872.5 g/mol
Charge ... +1
Frontier orbital gap (spin up / spin down) ... 3.427 / 3.848 eV

Each line ends with the Löwdin charge.
Positions of all 74 atoms, in Å:
1 Pb -0.863 -0.344 -0.675  1.184
2 O 0.972 -0.661 1.689  -0.172
3 C 0.864 -1.149 2.855  -0.425
4 C 1.974 -1.511 3.633  -0.027
5 C 1.826 -2.112 4.876  -0.069
6 C 0.562 -2.523 5.298  -0.077
7 C -0.548 -2.136 4.563  -0.042
8 C -0.460 -1.421 3.372  -0.134
9 C -1.690 -0.939 2.815  -0.119
10 N -2.030 -0.847 1.563  -0.064
11 C -3.430 -0.429 1.413  -0.263
12 C -4.051 -0.828 0.123  -0.231
13 N -3.293 -0.356 -1.042  -0.106
14 C -3.992 -0.021 -2.089  -0.098
15 C -3.539 0.386 -3.368  -0.157
16 C -4.431 0.242 -4.447  -0.053
17 C -4.085 0.625 -5.737  -0.092
18 C -2.775 1.092 -5.978  -0.083
19 C -1.873 1.258 -4.957  -0.018
20 C -2.170 0.809 -3.615  -0.387
21 O -1.261 0.975 -2.740  -0.269
22 H 2.969 -1.267 3.274  0.118
23 H 2.713 -2.291 5.500  0.117
24 H 0.486 -3.105 6.211  0.107
25 H -1.520 -2.424 4.944  0.116
26 H -2.418 -0.684 3.584  0.135
27 H -3.499 0.654 1.550  0.113
28 H -4.051 -0.833 2.232  0.129
29 H -5.067 -0.403 0.131  0.129
30 H -4.080 -1.927 0.127  0.130
31 H -5.065 -0.107 -1.968  0.129
32 H -5.396 -0.203 -4.242  0.110
33 H -4.881 0.572 -6.485  0.103
34 H -2.446 1.271 -6.991  0.103
35 H -0.899 1.683 -5.115  0.104
36 C 4.559 6.255 0.149  -0.042
37 C 3.482 5.226 0.392  -0.217
38 C 2.506 5.026 -0.578  -0.012
39 C 1.414 4.219 -0.333  -0.298
40 C 0.368 4.079 -1.370  -0.087
41 C 1.298 3.529 0.932  -0.444
42 Te -0.452 2.398 1.433  1.218
43 C 2.384 3.611 1.874  -0.317
44 C 2.456 2.669 3.036  -0.086
45 C 3.391 4.514 1.624  0.001
46 H 4.322 6.964 -0.677  0.091
47 H 5.532 5.801 -0.128  0.097
48 H 4.733 6.866 1.042  0.085
49 H 2.564 5.574 -1.531  0.133
50 H 0.753 4.439 -2.317  0.086
51 H -0.534 4.666 -1.175  0.099
52 H 0.075 3.073 -1.557  0.032
53 H 1.616 2.869 3.710  0.070
54 H 3.430 2.755 3.565  0.099
55 H 2.306 1.637 2.726  0.053
56 H 4.153 4.706 2.400  0.134
57 N 0.495 -2.660 -3.976  0.123
58 C 0.215 -2.966 -2.674  -0.823
59 S -1.334 -2.725 -2.070  0.634
60 N 1.262 -3.453 -1.994  0.066
61 C 1.205 -4.016 -0.702  -0.268
62 C 2.206 -3.662 0.219  -0.022
63 C 2.220 -4.232 1.485  -0.067
64 C 1.202 -5.159 1.830  -0.055
65 C 0.192 -5.460 0.906  -0.073
66 C 0.175 -4.900 -0.361  -0.063
67 H -0.241 -2.416 -4.599  0.096
68 H 1.352 -3.027 -4.374  0.118
69 H 2.201 -3.319 -2.329  0.157
70 H 2.984 -2.927 -0.043  0.126
71 H 2.970 -3.986 2.200  0.094
72 H 1.222 -5.602 2.799  0.095
73 H -0.600 -6.169 1.191  0.116
74 H -0.635 -5.241 -1.026  0.106

---

Going through the records in order, we get energy values of -304.959797 -271.682935 -363.888296 -2625.701960 -461.366140 -2467.483678 a.u..